# 1
Molecular formula: C5H11FNO
Method: DFT, wB97M-V/def2-TZVPD

XYZ file:
```
19
C5H11FNO (wB97M-V/def2-TZVPD)
C -1.154 -1.132 -0.204
C -1.506 0.274 -0.768
C 0.442 -1.343 0.032
C -0.900 1.382 0.177
C 0.825 -0.137 0.808
N 0.565 1.098 0.146
O 3.025 0.071 0.756
F 3.399 -0.110 -0.566
H -1.627 -1.216 0.826
H -1.520 -1.981 -0.778
H -1.225 0.414 -1.862
H -2.549 0.387 -0.820
H 0.798 -2.281 0.524
H 0.816 -1.453 -1.104
H -0.933 2.452 -0.142
H -1.256 1.020 1.158
H 0.808 -0.169 1.954
H 0.836 0.954 -0.823
H 1.157 1.769 0.685
```

For the energy above the lowest of the compared OMol25 structures with the same formula, charge and spin, the calculation gives 612.4 kJ/mol. For the largest force on an atom, the calculation gives 4.21 eV/A. For the LUMO energy (alpha / beta), the calculation gives -5.265 / -5.448 eV. The net charge is +1. The frontier orbital gap (alpha / beta) is 9.418 / 8.487 eV.

Results of the Mulliken charge analysis, in e, for atoms 1 through 8: -0.561 -0.623 -0.587 -0.560 -0.315 0.024 -0.262 -0.100


# 2
Molecular formula: CHF3NO5PbS2
Method: DFT, wB97M-V/def2-TZVPD

XYZ file:
```
14
CHF3NO5PbS2 (wB97M-V/def2-TZVPD)
O 0.041 1.665 0.188
Pb 1.977 1.667 -0.549
H 1.246 0.068 -2.509
N 0.258 -0.621 1.449
S 1.536 -1.256 0.510
O 2.487 -0.016 0.411
O 2.156 -2.243 1.442
S -0.663 0.512 0.880
O 1.390 1.101 -2.344
O -1.521 1.089 1.926
C -1.978 -0.328 -0.163
F -1.475 -0.834 -1.283
F -2.514 -1.336 0.517
F -2.941 0.531 -0.475
```

For the energy above the lowest of the compared OMol25 structures with the same formula, charge and spin, the calculation gives 0.0 kJ/mol. For the largest force on an atom, the calculation gives 6.18 eV/A. For the LUMO energy, the calculation gives 3.215 eV. The net charge is -1. The frontier orbital gap is 8.553 eV.

Results of the Mulliken charge analysis, in e, for atoms 1 through 8: -0.583 0.848 0.278 -0.490 0.578 -0.565 -0.621 1.026


# 3
Molecular formula: C12H34N3O4Sr
Method: DFT, wB97M-V/def2-TZVPD

XYZ file:
```
54
C12H34N3O4Sr (wB97M-V/def2-TZVPD)
Sr 2.123 -3.679 0.114
O 2.550 -1.424 0.709
H 2.360 -0.571 0.272
C 2.945 0.887 -2.365
C 1.440 0.485 -2.114
C 0.501 0.801 -3.378
O 0.754 2.095 -3.894
C 0.110 2.385 -5.133
N 1.412 -0.898 -1.765
H 3.557 0.408 -1.601
H 3.154 1.956 -2.370
H 3.177 0.593 -3.389
H 1.126 1.064 -1.246
H -0.543 0.515 -3.248
H 0.808 0.108 -4.161
H 0.545 1.789 -5.935
H 0.199 3.404 -5.510
H -0.941 2.095 -5.120
H 1.881 -0.960 -0.873
H 1.943 -1.513 -2.365
C 1.571 2.368 2.107
C 0.435 1.537 2.593
C -0.883 1.541 1.785
O -1.625 2.765 1.832
C -2.783 2.756 0.992
N 0.895 0.177 2.899
H 1.247 3.408 2.135
H 1.916 2.055 1.121
H 2.408 2.408 2.804
H 0.211 1.948 3.577
H -1.521 0.691 2.026
H -0.653 1.322 0.742
H -2.680 2.339 -0.010
H -3.302 3.714 0.978
H -3.460 2.035 1.450
H 1.566 0.136 3.652
H 1.293 -0.245 2.072
C -2.283 -1.447 -0.366
C -1.274 -2.070 0.592
C -1.856 -3.140 1.523
O -0.897 -3.552 2.413
C -0.810 -2.838 3.732
N -0.242 -2.712 -0.328
H -1.921 -0.480 -0.717
H -3.183 -1.292 0.228
H -2.406 -2.096 -1.233
H -0.815 -1.216 1.089
H -2.308 -3.932 0.926
H -2.708 -2.749 2.079
H -1.229 -1.832 3.743
H 0.174 -2.723 4.186
H -1.340 -3.301 4.564
H -0.838 -3.173 -1.001
H 0.202 -1.943 -0.810
```

For the largest force on an atom, the calculation gives 3.94 eV/A. For the LUMO energy (alpha / beta), the calculation gives -6.994 / -10.525 eV. The net charge is +2. The frontier orbital gap (alpha / beta) is 7.161 / 3.630 eV. The multiplicity is 2.

Results of the Mulliken charge analysis, in e, for atoms 1 through 8: 1.724 -1.119 -0.264 -1.428 0.763 -0.797 -0.330 -0.784


# 4
Molecular formula: C19H32MgN5OSe
Method: DFT, wB97M-V/def2-TZVPD

XYZ file:
```
59
C19H32MgN5OSe (wB97M-V/def2-TZVPD)
Mg 0.330 -0.183 -0.247
N 2.124 -3.230 -0.949
C 1.321 -4.171 -0.043
C 1.554 -3.830 1.425
C 0.691 -2.707 1.994
N 1.132 -1.359 1.526
C -0.782 -2.925 1.664
C -1.075 -3.155 0.182
N -1.067 -1.864 -0.585
C -0.158 -4.221 -0.418
H 3.123 -3.434 -0.857
H 2.001 -2.237 -0.722
H 1.885 -3.367 -1.934
H 1.756 -5.146 -0.258
H 2.616 -3.651 1.621
H 1.308 -4.731 1.991
H 0.807 -2.752 3.079
H 2.132 -1.257 1.693
H 0.711 -0.684 2.169
H -1.379 -2.089 2.040
H -1.122 -3.808 2.211
H -2.087 -3.556 0.108
H -1.852 -1.324 -0.212
H -1.348 -2.063 -1.545
H -0.290 -4.301 -1.502
H -0.513 -5.174 -0.020
C 4.101 0.879 -0.519
C 3.111 0.428 -1.541
O 2.042 -0.121 -1.123
C 3.353 0.601 -2.947
C 2.305 0.450 -3.874
C 2.528 0.666 -5.214
C 3.806 1.017 -5.652
C 4.859 1.146 -4.754
C 4.635 0.955 -3.406
H 3.652 0.893 0.471
H 4.483 1.871 -0.756
H 4.962 0.205 -0.508
H 1.311 0.200 -3.525
H 1.721 0.573 -5.927
H 3.977 1.199 -6.705
H 5.847 1.401 -5.110
H 5.460 1.059 -2.714
C -2.818 2.170 -1.848
N -3.475 1.688 -0.635
C -4.843 1.591 -0.477
C -5.068 1.225 0.802
N -3.836 1.098 1.411
C -3.663 0.803 2.837
C -2.869 1.381 0.524
Se -1.034 1.570 0.933
H -3.546 2.172 -2.654
H -1.991 1.515 -2.114
H -2.441 3.179 -1.694
H -5.529 1.803 -1.278
H -5.988 1.057 1.333
H -4.388 0.049 3.129
H -3.822 1.708 3.420
H -2.654 0.442 3.008
```

For the energy above the lowest of the compared OMol25 structures with the same formula, charge and spin, the calculation gives 16.0 kJ/mol. For the largest force on an atom, the calculation gives 0.74 eV/A. For the LUMO energy, the calculation gives -8.932 eV. The net charge is +3. The frontier orbital gap is 7.783 eV.

Results of the Mulliken charge analysis, in e, for atoms 1 through 8: 1.209 0.037 0.322 -1.326 0.286 -0.807 -1.420 0.412


# 5
Molecular formula: C3H10N6O3P
Method: DFT, wB97M-V/def2-TZVPD

XYZ file:
```
23
C3H10N6O3P (wB97M-V/def2-TZVPD)
C 1.162 -1.146 1.492
C -1.620 -0.671 -1.964
C 0.938 0.323 -0.323
N 1.300 -0.773 0.201
N 2.020 -0.487 2.401
N 0.479 -2.214 1.797
N -2.118 0.566 -2.185
N -1.372 -1.016 -0.639
N -1.412 -1.466 -2.982
O -0.110 1.526 2.123
O 1.410 2.854 0.547
O -0.922 2.244 -0.336
P 0.117 1.759 0.663
H 0.972 0.263 -1.374
H 2.194 -0.732 3.451
H 2.549 0.236 1.920
H -0.786 -2.097 -2.567
H 0.595 -2.372 2.765
H -2.009 1.159 -1.323
H -1.999 1.076 -3.034
H -1.625 -0.515 0.194
H -0.800 -1.880 -0.610
H 1.037 3.365 -0.216
```

For the energy above the lowest of the compared OMol25 structures with the same formula, charge and spin, the calculation gives 85.5 kJ/mol. For the largest force on an atom, the calculation gives 4.19 eV/A. For the LUMO energy, the calculation gives 3.502 eV. The net charge is -1. The frontier orbital gap is 8.556 eV.

Results of the Mulliken charge analysis, in e, for atoms 1 through 8: 0.686 0.656 -0.107 -0.615 -0.378 -0.775 -0.476 -0.504


# 6
Molecular formula: C4H8O3
Method: DFT, wB97M-V/def2-TZVPD

XYZ file:
```
15
C4H8O3 (wB97M-V/def2-TZVPD)
O -1.003 -2.375 -0.421
C -0.362 -1.165 -0.542
C 1.011 1.059 -1.287
C 0.274 0.961 -0.179
O -0.922 0.253 -0.146
C 0.801 1.296 1.210
O 0.219 0.411 2.137
H -0.516 -2.943 0.197
H 0.513 -1.172 0.092
H -0.283 -0.957 -1.594
H 0.618 0.814 -2.268
H 2.061 1.336 -1.228
H 1.890 1.159 1.230
H 0.604 2.346 1.484
H -0.704 0.357 1.833
```

For the energy above the lowest of the compared OMol25 structures with the same formula, charge and spin, the calculation gives 334.2 kJ/mol. Its SMILES is C=C(CO)OCO. For the largest force on an atom, the calculation gives 1.07 eV/A. For the LUMO energy, the calculation gives 0.611 eV. The frontier orbital gap is 10.159 eV.

Results of the Mulliken charge analysis, in e, for atoms 1 through 8: -0.504 -0.110 -0.813 0.619 -0.482 -0.445 -0.535 0.372